{
  "formula": "C23H36AlBBrCaCl3MgNO19P3S2",
  "method": "the ωB97M-V functional and the def2-TZVPD basis",
  "homo_ev": -10.1051,
  "e_above_lowest_kj_mol": 1067.83,
  "charge": 2,
  "total_energy_ha": -9301.2207,
  "homo_lumo_gap_ev": 1.077,
  "elements": ["C", "C", "P", "C", "C", "C", "C", "S", "C", "S", "N", "C", "C", "O", "C", "C", "P", "C", "O", "H", "H", "H", "H", "H", "H", "H", "H", "H", "H", "H", "H", "H", "H", "H", "H", "H", "H", "H", "H", "H", "H", "O", "H", "Al", "B", "O", "C", "O", "C", "O", "O", "O", "C", "O", "C", "O", "O", "O", "P", "O", "O", "O", "Mg", "Br", "C", "C", "O", "C", "H", "H", "H", "H", "H", "H", "C", "Cl", "Cl", "Cl", "H", "C", "O", "C", "O", "O", "C", "H", "H", "H", "H", "H", "H", "Ca"],
  "coordinates": [[5.58, 0.12, 0.43], [4.62, -0.13, -0.59], [3.28, -0.58, -1.93], [2.29, -2.05, -1.17], [2.18, 0.92, -2.39], [0.65, 0.54, -1.93], [-0.50, 1.63, -2.36], [-2.10, 1.28, -1.46], [-2.28, -0.53, -1.00], [-1.36, -1.33, 0.23], [-3.31, -1.39, -1.70], [-4.59, -0.66, -2.02], [-4.66, -0.03, -3.55], [-4.61, -1.23, -4.46], [-3.22, -1.69, -4.35], [-2.75, -2.18, -2.86], [4.25, -1.31, -3.79], [6.11, -1.46, -3.30], [4.12, -0.07, -5.01], [6.33, 0.09, 1.34], [1.74, -1.61, -0.21], [2.97, -2.98, -0.89], [1.48, -2.37, -1.98], [2.52, 1.84, -1.72], [2.24, 1.24, -3.52], [0.36, -0.48, -2.43], [0.65, 0.52, -0.74], [-0.69, 1.56, -3.52], [-0.07, 2.70, -2.04], [-5.48, -1.45, -1.97], [-4.81, 0.21, -1.24], [-5.63, 0.61, -3.74], [-3.74, 0.67, -3.76], [-2.46, -0.90, -4.82], [-3.13, -2.64, -5.06], [-1.57, -2.06, -2.82], [-2.94, -3.35, -2.75], [6.56, -0.39, -3.06], [6.76, -1.98, -4.12], [6.15, -2.04, -2.26], [3.16, 0.14, -5.18], [-3.63, -5.15, -4.00], [-4.44, -4.72, -4.21], [7.37, 1.67, 2.02], [2.87, -0.84, 4.96], [3.21, -0.52, 3.57], [2.06, -0.56, 2.87], [1.98, -0.34, 1.67], [0.97, -0.90, 3.74], [-0.20, -1.01, 3.41], [1.42, -1.07, 4.99], [3.60, -2.03, 5.41], [4.33, -1.65, 6.47], [5.06, -2.40, 7.10], [4.11, -0.26, 6.74], [4.63, 0.39, 7.64], [3.24, 0.25, 5.85], [0.41, 2.37, 2.99], [-1.03, 2.74, 3.35], [-1.41, 2.11, 4.70], [-1.98, 2.22, 2.26], [-1.16, 4.27, 3.45], [2.57, 0.18, 8.93], [-0.13, 5.26, 5.15], [-2.65, -1.27, 9.97], [-2.31, -0.32, 8.85], [-1.26, 0.33, 8.85], [-3.31, -0.19, 7.73], [-1.84, -1.26, 10.71], [-3.57, -0.95, 10.46], [-2.75, -2.28, 9.58], [-4.26, 0.18, 8.12], [-3.44, -1.15, 7.24], [-2.93, 0.53, 7.00], [-4.53, -2.62, 2.41], [-4.34, -2.48, 4.16], [-5.68, -3.90, 2.01], [-5.06, -1.08, 1.72], [-3.56, -2.88, 1.97], [2.39, 2.69, -7.76], [1.33, 3.53, -8.22], [0.11, 3.22, -7.69], [-0.12, 2.33, -6.89], [-0.79, 4.09, -8.21], [-2.13, 3.89, -7.74], [3.31, 3.02, -8.24], [2.52, 2.78, -6.68], [2.21, 1.65, -8.04], [-2.18, 4.03, -6.66], [-2.49, 2.89, -8.02], [-2.77, 4.63, -8.22], [2.22, 3.40, 2.22]],
  "mulliken_charge": [-0.29, -0.32, 1.06, -0.68, -0.42, 0.05, -0.42, -0.09, -0.11, -0.05, 0.24, -0.66, -0.13, -0.39, -0.29, 0.24, 0.23, -0.86, -0.44, 0.33, 0.01, 0.43, 0.37, 0.26, 0.17, -0.13, 0.02, 0.28, 0.34, 0.27, 0.30, 0.33, 0.10, 0.10, 0.36, -0.30, 0.23, 0.27, 0.37, 0.30, 0.36, -0.54, 0.30, 0.66, 1.59, -0.65, 0.44, -0.54, 0.39, -0.47, -0.56, -0.48, 0.69, -0.54, 0.46, -0.69, -0.44, 0.10, 0.03, -0.45, -0.38, -0.52, 0.76, -0.02, -1.11, 0.82, -0.59, -0.77, 0.29, 0.34, 0.32, 0.36, 0.21, 0.16, 0.29, -0.08, -0.14, -0.13, 0.03, -0.58, -0.30, 0.77, -0.56, -0.30, -0.57, 0.30, 0.19, 0.29, 0.26, 0.28, 0.22, 1.43]
}

***

{
  "formula": "C23H36BNO4P",
  "method": "the ωB97M-V functional and the def2-TZVPD basis",
  "homo_ev": -3.5646,
  "e_above_lowest_kj_mol": 0.00,
  "charge": -1,
  "total_energy_ha": -1619.9721,
  "homo_lumo_gap_ev": 4.102,
  "elements": ["C", "C", "B", "C", "C", "C", "C", "C", "N", "C", "C", "C", "C", "C", "C", "C", "C", "P", "C", "C", "H", "H", "H", "H", "H", "H", "H", "H", "H", "H", "H", "H", "H", "H", "H", "H", "H", "H", "H", "H", "H", "H", "H", "H", "H", "H", "H", "H", "H", "H", "H", "H", "C", "C", "C", "O", "C", "C", "C", "O", "O", "O", "H", "H", "H", "H"],
  "coordinates": [[1.12, 1.08, 3.54], [0.11, 0.19, 2.79], [0.20, 0.13, 1.15], [-1.29, -0.26, 0.53], [-2.45, 0.70, 0.81], [-3.86, 0.08, 0.85], [-4.40, -0.10, 2.28], [-4.08, -1.48, 2.87], [-3.90, -1.53, 4.33], [1.19, -1.11, 0.65], [2.68, -0.95, 0.78], [3.39, -0.39, -0.28], [4.75, -0.17, -0.23], [5.45, -0.51, 0.92], [4.76, -1.06, 1.99], [3.39, -1.29, 1.94], [2.72, -1.87, 3.15], [0.91, 1.84, 0.40], [-0.15, 3.19, 1.12], [0.23, 1.85, -1.33], [0.78, 2.12, 3.58], [2.09, 1.09, 3.04], [1.27, 0.76, 4.58], [-0.90, 0.47, 3.13], [0.25, -0.84, 3.15], [-1.22, -0.40, -0.55], [-1.55, -1.25, 0.93], [-2.44, 1.49, 0.05], [-2.27, 1.18, 1.78], [-3.80, -0.91, 0.38], [-4.56, 0.65, 0.25], [-3.96, 0.65, 2.93], [-5.48, 0.05, 2.29], [-3.17, -1.86, 2.42], [-4.89, -2.17, 2.62], [-4.61, -0.98, 4.79], [-3.01, -1.10, 4.56], [0.98, -1.29, -0.41], [0.86, -2.02, 1.17], [2.85, -0.11, -1.18], [5.26, 0.27, -1.07], [6.52, -0.34, 0.99], [5.30, -1.33, 2.89], [2.51, -1.10, 3.89], [1.79, -2.38, 2.91], [3.38, -2.60, 3.63], [-0.96, 2.83, 1.74], [0.47, 3.86, 1.73], [-0.59, 3.80, 0.32], [0.40, 0.87, -1.78], [-0.85, 2.07, -1.33], [0.73, 2.63, -1.91], [0.01, 1.19, -6.19], [-0.61, 0.97, -5.02], [-0.82, -0.42, -4.46], [-1.42, -0.51, -3.41], [-0.30, -1.55, -5.22], [0.32, -1.33, -6.38], [0.52, 0.06, -6.94], [1.10, 0.14, -8.00], [0.82, -2.28, -7.15], [-1.09, 1.93, -4.26], [0.16, 2.18, -6.60], [-0.45, -2.54, -4.81], [1.22, -1.81, -7.91], [-1.42, 1.51, -3.44]],
  "mulliken_charge": [-1.92, -0.09, 0.88, -0.73, 0.12, -1.15, -0.60, -0.49, -0.75, -1.66, 0.86, -0.38, -0.77, -0.57, -0.64, 1.16, -1.78, 0.08, -1.36, -1.09, 0.38, 0.30, 0.40, 0.20, 0.34, 0.02, 0.17, -0.06, 0.11, 0.38, 0.41, 0.38, 0.34, 0.21, 0.39, 0.25, 0.28, 0.35, 0.56, 0.28, 0.39, 0.37, 0.38, 0.20, 0.26, 0.57, 0.32, 0.41, 0.40, 0.15, 0.24, 0.51, -0.86, 0.39, 1.01, -0.54, -1.19, 0.40, 1.10, -0.66, -0.60, -0.61, 0.43, 0.45, 0.37, 0.29]
}

***

{
  "formula": "C23H36ClFIN4O7PS",
  "method": "the ωB97M-V functional and the def2-TZVPD basis",
  "homo_ev": -8.9359,
  "e_above_lowest_kj_mol": 419.09,
  "total_energy_ha": -3240.9280,
  "homo_lumo_gap_ev": 7.620,
  "elements": ["O", "C", "C", "C", "Cl", "C", "C", "C", "C", "C", "I", "C", "C", "C", "C", "F", "C", "C", "O", "N", "P", "O", "O", "S", "H", "H", "H", "H", "H", "H", "H", "H", "H", "H", "H", "H", "H", "H", "H", "C", "N", "C", "C", "O", "H", "H", "H", "H", "H", "H", "H", "C", "N", "C", "C", "O", "H", "H", "H", "H", "H", "H", "H", "C", "N", "C", "C", "O", "H", "H", "H", "H", "H", "H", "H"],
  "coordinates": [[-1.18, 0.57, 7.52], [-0.95, 0.68, 6.31], [0.18, 0.08, 5.36], [1.06, -1.18, 5.46], [0.87, -2.29, 6.88], [2.10, -1.43, 4.31], [2.30, -0.46, 3.12], [3.40, -0.82, 2.01], [3.72, -2.42, 1.90], [2.42, -3.30, 1.56], [2.29, -5.12, 2.82], [1.39, 0.82, 3.01], [1.51, 1.89, 1.82], [0.70, 1.50, 0.50], [1.59, 1.06, -0.76], [3.00, 1.34, -0.64], [0.36, 1.03, 4.13], [-0.74, 2.16, 4.38], [-0.80, 3.32, 3.94], [-1.70, 1.55, 5.33], [-2.98, 0.55, 4.67], [-3.81, -0.08, 6.04], [-2.45, -0.81, 3.80], [-4.26, 1.49, 3.57], [2.73, -2.39, 4.42], [3.12, -0.49, 0.96], [4.40, -0.34, 2.35], [4.46, -2.52, 1.02], [4.25, -2.77, 2.86], [2.46, -3.68, 0.47], [1.46, -2.72, 1.77], [1.03, 2.85, 2.23], [2.61, 2.14, 1.68], [-0.01, 0.64, 0.78], [0.03, 2.39, 0.21], [1.22, 1.67, -1.66], [1.44, -0.03, -1.05], [-4.36, -0.85, 5.76], [-1.71, -0.57, 3.19], [-3.95, -4.89, 2.40], [-3.16, -3.76, 1.97], [-2.60, -3.54, 0.75], [-2.78, -4.58, -0.32], [-1.95, -2.51, 0.56], [-4.93, -4.52, 2.72], [-3.45, -5.35, 3.26], [-4.08, -5.63, 1.62], [-2.99, -3.01, 2.63], [-2.27, -4.26, -1.23], [-2.36, -5.53, 0.00], [-3.85, -4.70, -0.54], [3.21, 0.97, -5.91], [2.33, 0.74, -4.78], [1.02, 0.38, -4.80], [0.36, 0.19, -6.14], [0.41, 0.22, -3.75], [4.06, 0.28, -5.83], [3.59, 1.99, -5.84], [2.71, 0.83, -6.86], [2.70, 0.85, -3.85], [-0.68, -0.09, -5.99], [0.39, 1.13, -6.71], [0.86, -0.61, -6.70], [-1.36, 3.93, -3.41], [-0.72, 3.45, -4.62], [-0.69, 4.03, -5.84], [-1.40, 5.34, -6.02], [-0.10, 3.48, -6.77], [-0.59, 4.04, -2.64], [-2.08, 3.18, -3.08], [-1.86, 4.88, -3.56], [-0.22, 2.56, -4.58], [-1.29, 5.68, -7.05], [-2.47, 5.23, -5.81], [-0.96, 6.10, -5.36]],
  "mulliken_charge": [-0.49, 0.18, 0.30, -0.28, -0.19, -0.47, 0.76, -0.19, -0.70, -0.76, -0.02, 0.57, -0.91, -0.18, 0.07, -0.36, -0.04, -0.08, -0.53, -0.06, 0.58, -0.48, -0.28, -0.37, 0.20, -0.07, 0.31, 0.39, 0.37, 0.47, 0.21, 0.44, 0.43, 0.05, 0.33, -0.08, 0.28, 0.33, 0.27, -0.94, -0.01, 0.93, -1.43, -0.64, 0.29, 0.29, 0.36, 0.11, 0.29, 0.38, 0.37, -0.95, -0.08, 0.81, -1.36, -0.57, 0.33, 0.28, 0.35, 0.16, 0.24, 0.37, 0.45, -0.92, 0.00, 0.98, -1.43, -0.64, 0.25, 0.28, 0.41, 0.00, 0.30, 0.37, 0.37]
}